[1]
DFT (ωB97M-V/def2-TZVPD) results for a molecular structure, C20H31BaF3N3PS2Si.

As for the charge: 0. The relative energy (zero: lowest compared OMol25 entry of this formula, charge and spin) comes out at 0.00 kcal/mol. Its HOMO energy is -6.643 eV. As for the LUMO energy: 0.2 eV.

Cartesian coordinates (Å):
Ba  -0.541  -0.097  0.074
F  0.175  6.880  0.343
C  -0.136  5.681  -0.205
F  0.569  5.605  -1.353
F  -1.436  5.737  -0.529
C  0.187  4.555  0.742
C  0.717  4.851  1.978
C  1.041  3.825  2.860
C  0.823  2.537  2.437
N  0.316  2.219  1.240
C  -0.036  3.201  0.375
S  -0.731  2.736  -1.131
H  0.879  5.882  2.257
H  1.450  4.026  3.839
H  1.059  1.698  3.083
C  1.910  0.175  -5.071
N  1.145  -0.787  -4.302
C  0.024  -0.511  -3.631
N  -0.399  0.761  -3.642
S  -0.814  -1.726  -2.790
H  2.786  -0.326  -5.473
H  2.265  0.987  -4.432
H  1.324  0.583  -5.897
H  1.399  -1.759  -4.331
H  0.209  1.516  -3.915
H  -1.183  0.997  -3.057
C  4.472  -1.229  0.666
P  2.923  -0.948  -0.274
C  2.886  -2.476  -1.296
C  3.461  0.335  -1.467
C  2.799  1.560  -1.442
C  3.192  2.604  -2.270
C  4.264  2.429  -3.133
C  4.927  1.207  -3.177
C  4.527  0.167  -2.351
H  5.304  -1.474  0.005
H  4.321  -2.051  1.366
H  4.721  -0.334  1.236
H  3.787  -2.601  -1.899
H  2.001  -2.464  -1.934
H  2.795  -3.332  -0.626
H  1.974  1.725  -0.760
H  2.658  3.546  -2.226
H  4.589  3.243  -3.769
H  5.763  1.068  -3.851
H  5.054  -0.780  -2.399
C  -3.038  -1.844  4.775
Si  -1.998  -1.002  3.445
C  -2.519  0.817  3.467
C  -0.205  -1.069  4.057
C  -2.085  -1.626  1.740
H  -2.908  -1.380  5.756
H  -2.776  -2.902  4.861
H  -4.098  -1.793  4.514
H  -2.518  1.230  4.479
H  -3.533  0.921  3.072
H  -1.866  1.450  2.856
H  -0.087  -0.602  5.037
H  0.484  -0.568  3.366
H  0.130  -2.107  4.141
H  -3.111  -1.582  1.348
H  -1.753  -2.672  1.664

Force components x, y, z for each atom (eV/Å):
Ba 0.0 -0.6 0.0
F 0.0 -0.1 -0.1
C -0.1 0.1 0.0
F -0.1 0.0 0.1
F 0.2 0.0 0.0
C 0.0 -0.1 -0.1
C 0.0 0.0 0.1
C 0.0 0.1 0.0
C 0.0 -0.2 -0.1
N 0.1 0.5 0.1
C 0.1 0.1 0.2
S -0.1 0.2 -0.2
H 0.0 0.0 0.0
H 0.0 0.0 0.0
H 0.0 0.0 0.0
C 0.0 0.0 0.1
N 0.0 -0.1 -0.1
C 0.0 0.1 0.1
N 0.0 -0.2 -0.1
S 0.0 0.1 0.0
H 0.0 0.0 0.0
H 0.0 0.0 0.0
H 0.0 0.0 0.0
H 0.0 0.0 0.0
H 0.0 0.1 0.0
H 0.0 0.1 -0.1
C -0.1 0.0 0.1
P -0.1 -0.1 -0.1
C 0.0 0.1 0.0
C 0.0 0.0 0.0
C 0.0 0.0 0.0
C 0.0 0.0 -0.1
C 0.0 0.0 0.0
C 0.0 0.0 0.0
C 0.0 0.0 -0.1
H 0.0 0.0 0.0
H 0.0 0.0 0.0
H 0.0 0.0 0.0
H 0.0 0.0 0.0
H 0.0 0.0 0.0
H 0.0 0.0 0.0
H 0.0 0.0 0.0
H 0.0 0.0 0.0
H 0.0 0.0 0.0
H 0.0 0.0 0.0
H 0.0 0.0 0.0
C 0.0 0.0 0.0
Si -0.1 0.1 -0.1
C 0.0 0.0 0.0
C 0.0 -0.1 0.0
C 0.0 0.0 0.0
H 0.0 0.0 0.0
H 0.0 0.0 0.0
H 0.0 0.0 0.0
H 0.0 0.0 0.0
H 0.0 0.0 0.0
H 0.0 0.0 0.0
H 0.0 0.0 0.0
H 0.0 0.0 0.0
H 0.0 0.0 0.0
H 0.0 0.0 0.0
H 0.0 0.0 0.0

Table of Mulliken atomic charges, one value per atom, all in e:
1 Ba 1.4600
2 F -0.3155
3 C 0.6003
4 F -0.2084
5 F -0.2551
6 C -0.0825
7 C -0.1133
8 C -0.9771
9 C -0.5802
10 N -0.2114
11 C 0.3501
12 S -0.5494
13 H 0.5132
14 H 0.4225
15 H 0.3755
16 C -0.9957
17 N -0.0329
18 C 0.0996
19 N -0.2447
20 S -0.3720
21 H 0.3467
22 H 0.1837
23 H 0.3926
24 H 0.2835
25 H 0.2123
26 H 0.2772
27 C -1.3351
28 P 0.4932
29 C -1.1293
30 C 0.4753
31 C -0.5152
32 C -0.4053
33 C -0.5603
34 C -0.8290
35 C -0.2628
36 H 0.3809
37 H 0.4091
38 H 0.3711
39 H 0.3502
40 H 0.1488
41 H 0.4643
42 H 0.5415
43 H 0.4684
44 H 0.3952
45 H 0.3921
46 H 0.2752
47 C -1.0181
48 Si 0.4763
49 C -0.6935
50 C -0.6752
51 C -1.4293
52 H 0.2702
53 H 0.2745
54 H 0.2767
55 H 0.2776
56 H 0.3092
57 H 0.0341
58 H 0.2672
59 H -0.0408
60 H 0.3379
61 H 0.3310
62 H 0.2947

---

[2]
DFT (ωB97M-V/def2-TZVPD) results for a molecular structure, C37H36N4NiO4 in a non-equilibrium geometry.

As for the charge: 0. The spin multiplicity is 3. The relative energy (zero: lowest compared OMol25 entry of this formula, charge and spin) comes out at 15.08 kcal/mol. Its HOMO energy (alpha / beta) is -6.012 / -6.527 eV. As for the LUMO energy (alpha / beta): 0.0 / 0.0 eV. Its expectation value of S² is 2.0142.

Cartesian coordinates (Å):
Ni  -1.375  0.821  -0.527
C  3.253  -3.462  -3.555
O  2.396  -4.294  -2.789
C  1.404  -3.695  -2.105
C  0.524  -4.582  -1.433
C  -0.519  -4.077  -0.725
C  -0.764  -2.683  -0.608
C  -1.873  -2.160  0.123
C  -2.808  -3.061  0.908
O  -2.156  -0.947  0.190
C  0.145  -1.769  -1.270
O  0.083  -0.503  -1.204
C  1.212  -2.343  -2.031
H  3.924  -4.125  -4.093
H  3.840  -2.798  -2.915
H  2.695  -2.864  -4.276
H  0.699  -5.646  -1.515
H  -1.185  -4.784  -0.251
H  -2.579  -4.118  0.846
H  -3.827  -2.896  0.555
H  -2.771  -2.753  1.953
H  1.855  -1.642  -2.547
N  -3.320  3.464  0.514
C  -4.071  2.445  -0.051
C  -5.464  2.608  -0.060
C  -6.244  1.637  -0.644
C  -5.627  0.527  -1.212
C  -4.255  0.443  -1.143
N  -3.485  1.375  -0.569
C  -1.959  3.669  0.658
C  -1.568  4.827  1.351
C  -0.231  5.125  1.465
C  0.701  4.274  0.879
C  0.232  3.153  0.234
N  -1.067  2.838  0.133
H  -3.878  4.194  0.918
H  -5.911  3.490  0.380
H  -7.321  1.743  -0.662
H  -6.201  -0.247  -1.700
H  -3.726  -0.401  -1.565
H  -2.322  5.475  1.780
H  0.082  6.013  1.998
H  1.759  4.485  0.922
H  0.912  2.457  -0.243
C  -1.367  1.767  -2.620
C  -0.319  1.194  -3.400
C  -0.531  0.033  -4.183
C  0.479  -0.532  -4.919
C  1.764  0.033  -4.916
C  1.996  1.185  -4.153
C  0.982  1.749  -3.419
C  2.812  -0.577  -5.656
N  3.658  -1.099  -6.242
H  -2.376  1.497  -2.917
H  -1.245  2.813  -2.361
H  -1.522  -0.406  -4.186
H  0.300  -1.423  -5.509
H  2.987  1.623  -4.155
H  1.167  2.647  -2.839
C  4.001  -0.903  6.349
C  3.178  -0.660  5.116
C  2.121  0.240  5.117
C  1.344  0.463  3.989
C  0.221  1.458  4.079
C  1.647  -0.247  2.803
C  0.883  -0.079  1.564
O  -0.143  0.562  1.436
C  2.723  -1.158  2.788
C  3.091  -1.943  1.551
C  3.463  -1.348  3.941
H  3.762  -0.184  7.131
H  5.064  -0.830  6.121
H  3.813  -1.906  6.736
H  1.893  0.783  6.028
H  0.201  1.917  5.068
H  -0.737  0.974  3.893
H  0.328  2.241  3.328
H  1.289  -0.605  0.688
H  2.253  -2.540  1.188
H  3.914  -2.620  1.773
H  3.410  -1.283  0.743
H  4.287  -2.053  3.934

Force components x, y, z for each atom (eV/Å):
Ni -0.1 0.3 -1.3
C 0.2 0.0 -0.1
O 0.0 0.0 0.0
C -0.1 0.0 0.1
C 0.0 -0.2 0.1
C 0.1 -0.1 -0.1
C 0.0 0.5 0.0
C 0.0 -0.2 0.1
C 0.1 0.0 -0.1
O -0.3 -0.1 0.0
C 0.0 -0.3 0.0
O 0.0 0.3 0.2
C 0.2 0.2 -0.1
H 0.0 0.0 0.0
H -0.1 0.0 0.0
H 0.0 0.0 0.0
H 0.0 0.0 0.0
H 0.0 0.0 0.0
H 0.0 0.0 0.0
H 0.0 0.0 0.0
H 0.0 0.0 0.0
H 0.0 0.0 0.1
N 0.0 -0.1 0.2
C 0.0 -0.1 -0.2
C -0.1 0.0 0.0
C 0.1 0.1 0.1
C 0.0 0.0 -0.1
C -0.2 0.0 -0.1
N 0.2 0.1 0.4
C 0.2 0.1 -0.1
C 0.0 0.1 0.0
C -0.2 -0.1 0.0
C 0.1 0.0 0.0
C 0.2 0.1 0.0
N 0.0 -0.2 0.3
H 0.0 0.0 0.0
H 0.0 0.0 0.0
H 0.0 0.0 0.0
H 0.0 0.0 0.0
H 0.0 0.0 0.0
H 0.0 0.0 0.0
H 0.0 0.0 0.0
H 0.0 -0.1 0.0
H 0.0 0.0 0.0
C -0.2 -0.6 1.0
C 0.2 0.0 -0.4
C 0.1 0.2 0.1
C 0.1 0.0 0.0
C -0.3 0.1 0.2
C 0.1 -0.1 -0.1
C -0.2 -0.1 0.0
C 0.3 -0.2 -0.2
N -0.1 0.1 0.1
H 0.0 0.1 -0.2
H -0.1 0.1 -0.1
H 0.0 0.0 0.0
H 0.0 0.0 0.0
H 0.0 0.0 0.0
H 0.0 0.0 0.0
C 0.0 0.0 0.0
C 0.0 0.0 -0.1
C 0.0 0.0 0.0
C 0.0 -0.1 -0.2
C 0.0 -0.1 0.0
C 0.0 0.2 0.4
C 0.2 -0.4 -0.1
O -0.1 0.2 0.4
C 0.0 0.0 -0.1
C 0.0 0.0 0.1
C 0.1 0.0 0.1
H 0.0 0.0 0.0
H 0.0 0.0 0.0
H 0.0 0.0 0.0
H 0.0 0.0 0.0
H 0.0 0.0 0.0
H 0.0 0.0 0.0
H 0.0 0.0 0.0
H -0.1 0.2 0.0
H 0.0 0.0 -0.1
H 0.0 0.0 0.0
H 0.0 -0.1 0.0
H 0.0 0.0 0.0

Table of Mulliken atomic charges, one value per atom, all in e:
1 Ni 2.5191
2 C -0.5940
3 O -0.4935
4 C 1.1409
5 C -1.2555
6 C -1.0382
7 C 0.4670
8 C 0.8476
9 C -1.6991
10 O -0.6651
11 C -0.9723
12 O -0.0456
13 C 0.2838
14 H 0.2843
15 H 0.2685
16 H 0.1700
17 H 0.4513
18 H 0.2206
19 H 0.4121
20 H 0.3074
21 H 0.2906
22 H 0.3451
23 N 0.0235
24 C 0.6292
25 C -0.9606
26 C -0.4095
27 C -1.0846
28 C -0.3046
29 N 0.1942
30 C 0.4308
31 C -0.7999
32 C -0.5822
33 C -1.0804
34 C -0.5155
35 N 0.5753
36 H 0.1889
37 H 0.4212
38 H 0.4111
39 H 0.4405
40 H 0.5134
41 H 0.4408
42 H 0.4188
43 H 0.4807
44 H 0.4996
45 C -1.8391
46 C 0.6345
47 C -0.4359
48 C -0.3865
49 C 0.3321
50 C -0.8606
51 C -0.3415
52 C 0.0959
53 N -0.6403
54 H 0.6636
55 H 0.5217
56 H 0.3194
57 H 0.4244
58 H 0.4540
59 H 0.4013
60 C -1.5057
61 C 0.6746
62 C -1.0199
63 C 0.2994
64 C -1.0636
65 C 0.6693
66 C 0.2495
67 O -0.9206
68 C 1.2190
69 C -1.4896
70 C -1.0603
71 H 0.3626
72 H 0.3645
73 H 0.3099
74 H 0.2892
75 H 0.4155
76 H 0.2367
77 H 0.1041
78 H -0.0458
79 H 0.3032
80 H 0.4053
81 H 0.3218
82 H 0.3621

---

Question: The highest relative energy (zero: lowest compared OMol25 entry of this formula, charge and spin) belongs to which entry?
Answer: C37H36N4NiO4